[1]
{"formula": "C3H36NO15", "method": "wB97M-V/def2-TZVPD", "relative_energy_ev": 3.3837, "spin_multiplicity": 2, "homo_ev": [-2.447, -8.394], "elements": ["C", "C", "C", "N", "H", "H", "H", "H", "H", "H", "H", "H", "O", "H", "H", "O", "H", "H", "O", "H", "H", "O", "H", "H", "O", "H", "H", "O", "H", "H", "O", "H", "H", "O", "H", "H", "O", "H", "H", "O", "H", "H", "O", "H", "H", "O", "H", "H", "O", "H", "H", "O", "H", "H", "O"], "coordinates": [[-0.39237, 1.45083, 1.65959], [-0.91398, 0.81234, 0.65517], [0.05732, 0.97752, 4.15817], [0.34319, 0.87519, 2.71858], [-0.37693, 2.64080, 1.70793], [-0.55982, -0.29532, 0.38528], [-1.24578, 1.33419, -0.22981], [1.00441, 0.62085, 4.63058], [-0.63007, 1.78687, 4.40396], [0.78237, 0.01784, 2.54055], [-3.25239, -2.02407, 0.69373], [-3.55736, 0.15737, 1.42151], [-2.97507, -0.58723, 1.72019], [1.27613, -1.12864, -1.47696], [0.97758, -1.63719, -0.09591], [0.69818, -1.78121, -1.02060], [-3.24799, 2.27875, -0.46048], [-3.43892, 0.75722, -0.57216], [-3.54185, 1.53319, 0.01933], [-3.96321, -0.24331, -1.86226], [-2.57120, -0.52405, -2.46852], [-3.08419, -0.53639, -1.54752], [3.20315, 1.02268, 0.67191], [4.74510, 1.36133, 0.68094], [4.08781, 0.62889, 0.48477], [-0.15184, -3.35189, -0.24203], [-0.76413, -4.19239, 0.95257], [-0.87924, -3.42138, 0.38150], [-0.92331, -0.23534, -3.96016], [-2.24529, 0.04215, -4.44996], [-1.84160, -0.64711, -3.92637], [-2.30542, -0.14905, 2.21612], [-0.64128, -0.84586, 4.43759], [-0.91893, 0.01211, 4.56047], [4.70656, -0.55748, -0.94484], [3.80992, -1.60204, -0.60618], [4.60149, -1.53038, -1.08042], [-2.15933, -2.96429, -0.11924], [-3.22806, -1.88027, -0.85976], [-3.20781, -2.67793, -0.08757], [-1.33542, 2.35253, -4.03965], [-0.79510, 2.24559, -2.62874], [-1.05889, 1.70266, -3.27479], [2.16885, 0.70035, -2.82571], [3.53416, -0.22971, -2.76843], [2.83669, 0.27153, -2.33001], [3.17364, -1.51646, 1.79139], [2.34764, -2.82069, 1.71973], [2.58604, -1.96737, 1.15296], [3.41278, 3.35030, -0.46978], [3.04186, 2.27213, -1.54521], [2.87078, 2.74043, -0.66928], [0.77528, 3.52127, -0.88725], [0.74025, 1.96811, -0.76606], [0.17471, 2.78485, -0.86293]]}

---

[2]
{"formula": "C22H49N2OP3SeTi", "method": "wB97M-V/def2-TZVPD", "relative_energy_ev": 0.0000, "spin_multiplicity": 2, "homo_ev": [-15.662, -15.665], "charge": 3, "elements": ["Ti", "P", "P", "P", "H", "C", "C", "H", "C", "C", "C", "C", "C", "C", "C", "C", "C", "H", "H", "H", "H", "H", "H", "H", "H", "H", "H", "H", "H", "H", "H", "H", "H", "H", "H", "H", "H", "H", "H", "H", "H", "H", "H", "H", "H", "H", "C", "C", "C", "C", "C", "C", "Se", "H", "H", "H", "H", "H", "H", "C", "N", "C", "C", "O", "N", "C", "C", "H", "H", "H", "H", "H", "H", "H", "H", "H", "H", "H", "H"], "coordinates": [[-0.31629, 0.00249, 0.25464], [0.59012, 0.77248, 2.50832], [-2.60016, 0.57141, 1.04126], [0.00958, 3.19262, -0.88355], [4.67937, -1.01933, -5.46063], [5.15681, -0.14026, -5.01680], [5.40951, -0.04442, -3.70127], [5.21817, -0.87422, -3.00062], [0.98706, -0.71711, 3.50911], [-0.26805, 1.76328, 3.78662], [2.23451, 1.57653, 2.38528], [-3.87890, 0.38020, -0.25494], [-3.18318, -0.58293, 2.33489], [-3.06653, 2.18031, 1.76755], [1.36896, 3.88780, -1.81789], [-0.06457, 3.94912, 0.73223], [-1.48482, 3.45551, -1.83268], [5.49357, 0.63197, -5.72065], [5.82760, 0.87657, -3.27453], [1.67439, -1.38221, 2.96907], [0.06704, -1.26736, 3.75376], [1.46216, -0.39876, 4.44928], [-1.23485, 1.30978, 4.03693], [-0.42674, 2.79458, 3.45117], [0.34163, 1.78445, 4.70075], [2.92125, 0.89498, 1.86338], [2.62448, 1.78449, 3.39280], [2.18228, 2.51458, 1.81965], [-4.88189, 0.40474, 0.19023], [-3.75285, -0.57509, -0.78260], [-3.78819, 1.19044, -0.99026], [-4.28098, -0.56282, 2.37299], [-2.79125, -0.28611, 3.31592], [-2.86257, -1.60906, 2.11627], [-4.15188, 2.18683, 1.94500], [-2.82411, 2.99871, 1.07893], [-2.55646, 2.34396, 2.72435], [1.12863, 4.91365, -2.13631], [1.56446, 3.27223, -2.70245], [2.26542, 3.90807, -1.18736], [0.00562, 5.04135, 0.63628], [0.76512, 3.60877, 1.36126], [-0.99879, 3.71304, 1.24998], [-1.44905, 4.44805, -2.30527], [-2.36805, 3.38448, -1.18669], [-1.54861, 2.68304, -2.61123], [0.10768, 0.27497, -3.19653], [1.41718, 0.09752, -2.73434], [2.44538, 0.63120, -3.48962], [2.20875, 1.22794, -4.72759], [0.89710, 1.34722, -5.20551], [-0.16461, 0.88204, -4.43768], [-1.30536, -0.30238, -2.08175], [0.14533, 1.69569, -0.82290], [1.62304, -0.43682, -1.79237], [3.45490, 0.49882, -3.12503], [3.05583, 1.55757, -5.32887], [0.70688, 1.79727, -6.17695], [-1.20145, 0.96027, -4.76843], [1.81245, -3.39951, 0.69039], [0.49353, -3.87401, 1.09400], [0.39318, -5.27218, 1.49771], [-0.52782, -3.02962, 1.10268], [-0.31538, -1.83653, 0.66683], [-1.79001, -3.38567, 1.53947], [-1.96237, -4.05314, 2.84337], [-2.84807, -3.67332, 0.54788], [2.24532, -2.72037, 1.44560], [1.77274, -2.89308, -0.28579], [2.43986, -4.29294, 0.59382], [0.49499, -5.39071, 2.58896], [-0.56615, -5.69872, 1.17628], [1.21424, -5.80453, 1.01078], [-2.96667, -3.80947, 3.21908], [-1.88305, -5.15283, 2.77440], [-1.22742, -3.67732, 3.57840], [-3.81627, -3.65420, 1.06141], [-2.84370, -2.90402, -0.23514], [-2.70902, -4.66998, 0.09521]]}

---

[3]
{"formula": "C6H12N3OS", "method": "wB97M-V/def2-TZVPD", "relative_energy_ev": 3.7799, "spin_multiplicity": 1, "homo_ev": -13.470, "charge": 1, "elements": ["C", "C", "C", "C", "C", "C", "N", "N", "N", "O", "S", "H", "H", "H", "H", "H", "H", "H", "H", "H", "H", "H", "H"], "coordinates": [[-2.06038, -0.71419, 0.54983], [0.76190, 0.05771, -0.12929], [0.21623, -2.67169, 0.51972], [3.59932, -0.49705, 0.06588], [-2.20855, 1.33161, -0.98222], [1.57690, 2.10271, 0.90720], [-2.58542, 0.18581, -0.14965], [1.24853, 1.15998, -0.05500], [4.02368, 0.43533, -0.50108], [3.08304, -1.49287, 0.29247], [-0.17702, -0.99430, 1.22053], [-2.79766, -1.36585, 1.16091], [0.41656, -3.42144, 1.32672], [1.14046, -2.66698, -0.14486], [-3.20388, 1.66714, -1.34046], [-1.80318, 2.20115, -0.55548], [-1.56641, 1.03912, -1.91611], [1.88001, 1.70210, 1.83283], [0.86871, 2.92515, 1.03634], [2.49082, 2.49709, 0.48148], [-0.71398, -3.05971, -0.08158], [4.80427, 1.11996, -0.53138], [0.56460, -0.50119, -1.13786]]}

---

[4]
{"formula": "C41H36N4O7S6Sn", "method": "wB97M-V/def2-TZVPD", "relative_energy_ev": 2.0166, "spin_multiplicity": 1, "homo_ev": -1.641, "charge": -2, "elements": ["Sn", "O", "N", "O", "C", "C", "C", "C", "C", "C", "N", "C", "C", "N", "C", "C", "C", "C", "H", "H", "H", "H", "H", "H", "H", "C", "C", "C", "C", "C", "C", "C", "S", "O", "O", "N", "C", "C", "O", "O", "H", "H", "H", "H", "H", "H", "H", "H", "H", "C", "C", "C", "C", "C", "C", "C", "O", "C", "C", "C", "H", "H", "H", "H", "H", "H", "H", "H", "H", "H", "H", "H", "C", "C", "C", "C", "C", "C", "H", "H", "H", "H", "H", "C", "S", "C", "C", "S", "S", "C", "S", "S", "H", "H", "H"], "coordinates": [[-0.09112, -0.23184, -0.61992], [-1.99906, 2.73138, 7.09587], [-2.40716, 2.81432, 5.94291], [-3.38546, 3.48516, 5.66746], [-1.70142, 2.09208, 4.91895], [-0.68646, 1.28484, 5.35574], [0.08455, 0.50631, 4.47121], [1.14288, -0.31314, 4.91855], [1.82313, -1.07335, 4.00907], [1.43679, -1.02223, 2.65810], [0.47972, -0.23735, 2.21481], [-0.19023, 0.52938, 3.08639], [-1.23799, 1.40246, 2.59946], [-1.41912, 1.44381, 1.27195], [-2.36948, 2.19831, 0.77286], [-3.21388, 2.96836, 1.56972], [-3.02083, 2.97659, 2.92998], [-2.01009, 2.17992, 3.50417], [-0.48881, 1.23305, 6.41643], [1.39197, -0.32960, 5.97332], [2.64509, -1.71110, 4.30618], [1.91909, -1.64744, 1.91591], [-2.43973, 2.19735, -0.30669], [-3.99316, 3.57360, 1.12700], [-3.63425, 3.59788, 3.55584], [-2.98621, -6.88999, -1.88079], [-1.84029, -5.91533, -1.80163], [-0.52192, -6.35344, -1.90369], [0.52943, -5.45276, -1.83099], [0.26843, -4.10255, -1.65410], [-1.03570, -3.64997, -1.55839], [-2.08220, -4.55545, -1.63747], [1.66486, -2.99195, -1.43002], [1.86665, -2.94799, 0.01235], [2.74935, -3.61190, -2.17706], [1.29771, -1.56086, -1.94757], [1.18016, -1.41690, -3.38245], [-0.13038, -0.70044, -3.78518], [-0.42050, -0.70318, -4.98218], [-0.78665, -0.14576, -2.84057], [-2.69155, -7.87441, -1.51500], [-3.32096, -7.00195, -2.91513], [-3.83374, -6.53690, -1.29383], [-0.31960, -7.41077, -2.03842], [1.55801, -5.77782, -1.91466], [-1.24699, -2.59357, -1.43172], [-3.09952, -4.18952, -1.56437], [1.22746, -2.37679, -3.90202], [1.98580, -0.77615, -3.76251], [7.99733, -1.42304, 4.23677], [6.93214, -1.28986, 3.18147], [6.06790, -0.20738, 3.16548], [5.10145, -0.04858, 2.17666], [4.25066, 1.19177, 2.20581], [4.99025, -1.02539, 1.16479], [4.01386, -0.84139, 0.05261], [3.11247, -0.04071, 0.09396], [5.84643, -2.14289, 1.18515], [5.75424, -3.24419, 0.16902], [6.80394, -2.24850, 2.18535], [8.06770, -0.51586, 4.83628], [8.97034, -1.60961, 3.77940], [7.77730, -2.25896, 4.90428], [6.14609, 0.54086, 3.94770], [4.57197, 1.84691, 3.01748], [3.19946, 0.94735, 2.33721], [4.31665, 1.72607, 1.25823], [4.21059, -1.43559, -0.85269], [4.72712, -3.56991, 0.03309], [6.35873, -4.09554, 0.48326], [6.11011, -2.91541, -0.80944], [7.47298, -3.10321, 2.18254], [2.57393, 4.11290, -1.21884], [2.23779, 3.66304, 0.05120], [1.47594, 2.51116, 0.20242], [1.03185, 1.78099, -0.90005], [1.37103, 2.25372, -2.16621], [2.13684, 3.40448, -2.32904], [3.17567, 5.00747, -1.33992], [2.57028, 4.21507, 0.92600], [1.22848, 2.17133, 1.20384], [1.03003, 1.71852, -3.04645], [2.39098, 3.75299, -3.32506], [-5.43019, 0.07705, 2.20072], [-6.52680, -0.32252, 0.80622], [-5.80298, 0.63524, -0.46843], [-4.57712, 0.39218, -1.02915], [-3.47655, -0.80867, -0.58214], [-4.18058, 1.51108, -2.35920], [-5.66062, 2.41311, -2.37890], [-6.00744, 3.60014, -3.47316], [-6.75539, 1.95201, -1.12870], [-5.73241, -0.55332, 3.03612], [-5.53921, 1.12921, 2.45487], [-4.40520, -0.15096, 1.90989]]}

---

[5]
{"formula": "C7H12N3S2", "method": "wB97M-V/def2-TZVPD", "relative_energy_ev": 2.4753, "spin_multiplicity": 1, "homo_ev": [-13.000, -13.000], "charge": 1, "elements": ["C", "C", "C", "C", "C", "C", "C", "N", "N", "N", "S", "S", "H", "H", "H", "H", "H", "H", "H", "H", "H", "H", "H", "H"], "coordinates": [[4.19986, -0.86276, 0.11752], [2.80934, -0.73713, 0.11640], [-0.21158, 0.23067, -0.41201], [1.80007, -1.77934, -0.10999], [-1.70058, 0.29000, 0.01981], [-2.54841, -0.30330, -1.09813], [-2.13017, 1.74715, 0.38779], [2.48392, 0.51585, -0.20253], [3.37473, 1.32423, -0.12283], [-1.68114, -0.49774, 1.19816], [4.89343, 0.69663, 0.01294], [0.11986, -1.55756, -0.10103], [4.65659, -1.77746, 0.36432], [-0.20321, 0.41085, -1.54964], [0.42791, 0.99721, 0.02523], [1.99216, -2.86844, -0.04073], [-2.34163, 0.34620, -1.96236], [-3.63307, -0.32412, -0.91153], [-2.08561, -1.29423, -1.01059], [-2.41534, 2.41721, -0.32184], [-1.35293, 2.09800, 0.93596], [-2.91147, 1.78815, 1.11169], [-2.56089, -0.69024, 1.65753], [-0.98185, -0.16982, 1.89586]]}

---

[6]
{"formula": "C28H70O14", "method": "wB97M-V/def2-TZVPD", "smiles": "COCCOC.COCCOC.COCCOC.COCCOC.COCCOC.COCCOC.COCCOC", "relative_energy_ev": 9.1792, "spin_multiplicity": 1, "homo_ev": -9.191, "elements": ["C", "O", "C", "C", "O", "C", "H", "H", "H", "H", "H", "H", "H", "H", "H", "H", "C", "O", "C", "C", "O", "C", "H", "H", "H", "H", "H", "H", "H", "H", "H", "H", "C", "O", "C", "C", "O", "C", "H", "H", "H", "H", "H", "H", "H", "H", "H", "H", "C", "O", "C", "C", "O", "C", "H", "H", "H", "H", "H", "H", "H", "H", "H", "H", "C", "O", "C", "C", "O", "C", "H", "H", "H", "H", "H", "H", "H", "H", "H", "H", "C", "O", "C", "C", "O", "C", "H", "H", "H", "H", "H", "H", "H", "H", "H", "H", "C", "O", "C", "C", "O", "C", "H", "H", "H", "H", "H", "H", "H", "H", "H", "H"], "coordinates": [[0.63078, 6.53444, 0.04636], [0.40127, 5.46674, -0.83340], [0.97810, 4.24050, -0.33866], [0.68780, 3.10946, -1.33751], [-0.68754, 2.83479, -1.55244], [-1.35926, 3.78137, -2.42093], [1.59724, 6.67775, 0.52959], [-0.02808, 6.37440, 0.89982], [0.35372, 7.52269, -0.32065], [0.59330, 3.97681, 0.64647], [2.03608, 4.35801, -0.10417], [0.95063, 2.16295, -0.86515], [1.26153, 3.30734, -2.24293], [-2.26642, 3.31061, -2.79979], [-0.90097, 4.04515, -3.37408], [-1.61886, 4.76562, -2.03111], [-4.99732, 3.68482, -1.21554], [-4.20346, 4.63341, -0.62221], [-3.82223, 4.37952, 0.68506], [-2.99573, 5.49212, 1.26985], [-2.62335, 5.09694, 2.63639], [-2.15811, 6.18445, 3.45337], [-5.19536, 4.13807, -2.18685], [-5.96812, 3.56074, -0.73569], [-4.61973, 2.67415, -1.37075], [-3.26727, 3.44138, 0.68665], [-4.65762, 4.18762, 1.35841], [-3.51293, 6.44331, 1.14399], [-2.00281, 5.64407, 0.84664], [-2.12620, 5.95278, 4.51798], [-2.89220, 6.97121, 3.27955], [-1.17225, 6.58092, 3.21053], [-1.82559, -11.40871, 4.31947], [-2.10120, -10.04569, 3.77047], [-1.06555, -9.15903, 4.27052], [-1.20694, -7.59115, 3.95185], [-1.61021, -7.29138, 2.66351], [-1.15830, -6.02459, 2.27245], [-1.92671, -11.45739, 5.40368], [-0.82728, -11.69815, 3.99127], [-2.51523, -12.09093, 3.82241], [-0.22882, -9.50746, 3.66507], [-0.98472, -9.28751, 5.34990], [-0.23524, -7.22112, 4.27892], [-1.89918, -7.15875, 4.67430], [-0.10207, -5.78319, 2.39167], [-1.68383, -5.19141, 2.73906], [-1.33481, -5.92428, 1.20151], [-2.32366, 0.05791, -0.92526], [-1.47125, -1.01519, -0.53214], [-0.79421, -0.98565, 0.71322], [0.07237, -2.25374, 0.96288], [0.86481, -2.66200, -0.11909], [1.86660, -1.74655, -0.51780], [-2.90343, -0.17281, -1.81897], [-1.57076, 0.79020, -1.21679], [-2.82073, 0.59830, -0.11965], [-1.67765, -0.99180, 1.35164], [-0.12289, -0.16162, 0.95490], [-0.57894, -3.09229, 1.20937], [0.77947, -2.15075, 1.78598], [2.44568, -2.29287, -1.26232], [2.55411, -1.59103, 0.31360], [1.53190, -0.77811, -0.88956], [10.09204, 0.32229, 0.03097], [9.14831, 0.15272, -1.02365], [7.88691, -0.40751, -0.60273], [8.01642, -1.93642, -0.60873], [6.70631, -2.54423, -0.44958], [5.88128, -2.60567, -1.70225], [10.64551, -0.56162, 0.34798], [9.66087, 0.70361, 0.95659], [10.84871, 1.01186, -0.34327], [7.22220, -0.06766, -1.39693], [7.43452, 0.09498, 0.25221], [8.73346, -2.16340, 0.18021], [8.56172, -2.24677, -1.50004], [6.40160, -3.09972, -2.52279], [5.46164, -1.64761, -2.00901], [5.02412, -3.22878, -1.44708], [4.27806, 1.68408, -0.53238], [3.14386, 1.23407, 0.25930], [3.47239, 1.17977, 1.66578], [2.29404, 0.95746, 2.62600], [1.21770, 1.81668, 2.33136], [0.02322, 1.49949, 3.02492], [4.18199, 1.12291, -1.46188], [5.28795, 1.57172, -0.13793], [3.94854, 2.61898, -0.98567], [4.17296, 1.93653, 2.01879], [4.05907, 0.26752, 1.77407], [2.70362, 1.11907, 3.62311], [2.00377, -0.09317, 2.62627], [-0.05608, 1.97880, 4.00066], [-0.10915, 0.44259, 3.25631], [-0.85761, 1.84397, 2.48309], [-8.26612, -0.33076, -3.67081], [-7.17924, -0.33702, -4.56952], [-5.86186, -0.48200, -3.91969], [-4.71238, -0.27446, -4.93785], [-4.69209, 0.88777, -5.77288], [-3.38036, 1.14154, -6.12421], [-8.34899, -1.34732, -3.28632], [-9.18073, -0.26766, -4.26040], [-8.32822, 0.41003, -2.87365], [-5.73247, -1.31961, -3.23430], [-5.85057, 0.32817, -3.19058], [-4.63835, -1.15280, -5.57904], [-3.83148, -0.30441, -4.29659], [-2.91116, 1.48789, -5.20333], [-3.30652, 2.03618, -6.74250], [-2.82974, 0.32252, -6.58694]]}